This record from OMol25 describes a structure of composition C40H49AsN6O5P2PdSSe. The level of theory is ωB97M-V with the def2-TZVPD basis set.

Each line ends with the Mulliken charge.
CARTESIAN COORDINATES (ANGSTROEM)
Pd (-0.57438, 0.79862, -0.34617)  0.170
C (-3.57122, -3.21791, 3.78627)  -0.589
C (-3.14613, -1.91162, 3.98523)  -0.910
C (-2.88405, -1.09099, 2.90285)  -0.560
C (-3.05120, -1.55695, 1.59606)  0.817
C (-3.48979, -2.86413, 1.40640)  -0.428
C (-3.74671, -3.68662, 2.49534)  -0.722
P (-2.76223, -0.33677, 0.23431)  1.782
C (-3.61271, -1.11055, -1.18032)  0.626
C (-4.70599, -0.55063, -1.83391)  -0.494
C (-5.27267, -1.20217, -2.92126)  -0.834
C (-4.74935, -2.40341, -3.37300)  -0.768
C (-3.63008, -2.94540, -2.75529)  -0.619
C (-3.05828, -2.29368, -1.67679)  -1.105
C (-3.93144, 0.92473, 0.86764)  -0.102
C (-3.44206, 2.16246, 1.26606)  0.141
C (-4.28764, 3.10256, 1.83972)  -0.782
C (-5.62928, 2.80637, 2.01404)  -0.603
C (-6.12292, 1.56360, 1.63588)  -0.967
C (-5.27645, 0.61915, 1.08258)  -0.262
H (-3.77087, -3.86180, 4.63299)  0.381
H (-3.02046, -1.52886, 4.99018)  0.430
H (-2.55181, -0.07634, 3.06818)  0.437
H (-3.66211, -3.25111, 0.41355)  0.506
H (-4.08939, -4.70038, 2.33047)  0.419
H (-5.10291, 0.40166, -1.51026)  0.485
H (-6.12700, -0.76475, -3.42226)  0.428
H (-5.20398, -2.91716, -4.20990)  0.407
H (-3.19696, -3.86544, -3.12586)  0.418
H (-2.15565, -2.68358, -1.21781)  0.672
H (-2.40197, 2.39325, 1.09971)  0.016
H (-3.90267, 4.06978, 2.13734)  0.503
H (-6.29463, 3.54143, 2.44900)  0.400
H (-7.17118, 1.33301, 1.77720)  0.416
H (-5.65493, -0.36404, 0.82996)  0.549
O (-0.20349, 5.04819, -0.57477)  -0.901
Se (-0.10931, 3.48020, -0.83336)  1.293
O (0.63511, 2.73241, 0.44849)  -0.942
O (-1.59144, 2.77153, -0.95513)  -0.654
O (0.78372, 3.10690, -2.13526)  -0.544
C (0.64723, 1.69437, 4.81419)  -1.213
As (0.54629, 2.17408, 2.90700)  1.253
C (-0.64650, 3.69410, 3.08619)  -1.209
C (2.38977, 2.70090, 2.64751)  -1.024
S (0.05133, 0.26432, 2.11300)  -0.514
H (1.03101, 2.52296, 5.41141)  0.414
H (1.30082, 0.83028, 4.92476)  0.288
H (-0.34345, 1.41883, 5.17393)  0.340
H (-0.07628, 4.47171, 3.59522)  0.525
H (-1.49529, 3.40030, 3.70137)  0.344
H (-0.97026, 4.07263, 2.12269)  0.270
H (2.63723, 3.48601, 3.36157)  0.475
H (2.53076, 3.05199, 1.63070)  0.349
H (3.00088, 1.81858, 2.82982)  0.034
C (0.15594, -0.71954, -5.53450)  -1.085
N (0.83420, 0.55271, -5.31823)  0.161
C (-0.00061, 1.63388, -5.84032)  -0.927
N (-1.35116, 1.64519, -5.28795)  0.189
C (-1.96482, 0.34440, -5.51669)  -0.903
N (-1.18665, -0.76298, -4.97218)  0.200
C (-1.14396, -0.68337, -3.51204)  -0.677
P (-0.32407, 0.86800, -2.83526)  3.004
C (1.19114, 0.76318, -3.92237)  -1.301
C (-1.34951, 2.02232, -3.87773)  -1.375
H (0.75390, -1.51800, -5.08882)  0.402
H (0.08388, -0.89082, -6.61167)  0.282
H (-0.07601, 1.50692, -6.92322)  0.277
H (0.47964, 2.58914, -5.62209)  0.440
H (-2.06625, 0.19495, -6.59480)  0.273
H (-2.95825, 0.33587, -5.06221)  0.386
H (-0.62892, -1.56763, -3.12121)  0.497
H (-2.16917, -0.70418, -3.14365)  -0.311
H (1.82948, -0.05721, -3.58380)  0.317
H (1.73821, 1.69922, -3.82245)  0.493
H (-0.95480, 3.02894, -3.77419)  0.510
H (-2.36949, 2.01568, -3.48788)  0.350
C (5.56684, 0.55020, 4.82255)  -1.518
C (5.68438, -0.48045, 3.73173)  0.719
C (6.85735, -0.61026, 2.99532)  -0.721
C (6.95983, -1.52919, 1.96523)  -0.615
C (5.88536, -2.35322, 1.64454)  0.337
N (6.04124, -3.27197, 0.58140)  -0.062
C (5.12241, -3.90237, -0.22379)  0.228
O (5.38798, -4.96030, -0.76021)  -0.681
N (3.86327, -3.33504, -0.38575)  -0.101
C (3.49921, -1.99409, -0.58254)  -0.010
C (4.40598, -0.97849, -0.88016)  -0.159
C (3.93437, 0.31292, -1.01602)  -1.790
C (2.57532, 0.56109, -0.90567)  -0.187
N (1.69566, -0.41619, -0.68212)  0.873
C (2.15200, -1.65205, -0.51617)  -0.789
C (4.72307, -2.26238, 2.40305)  -0.320
C (4.62743, -1.32899, 3.42250)  -0.504
H (6.51768, 0.68342, 5.33801)  0.443
H (4.81193, 0.26197, 5.55387)  0.374
H (5.27893, 1.51797, 4.40492)  0.244
H (7.70672, 0.02057, 3.22963)  0.385
H (7.88217, -1.60816, 1.40054)  0.396
H (6.96710, -3.64876, 0.46148)  0.240
H (3.19233, -4.01626, -0.70266)  0.246
H (5.45245, -1.19524, -1.02921)  0.594
H (4.61714, 1.12553, -1.22360)  0.570
H (2.19039, 1.56266, -1.02978)  0.502
H (1.40907, -2.41731, -0.30811)  0.404
H (3.89408, -2.92794, 2.21103)  0.490
H (3.70854, -1.27693, 3.99578)  0.364

strongest force on any atom: 2.03 eV Å⁻¹
LUMO energy (spin up / spin down): 0.3 / -1.1 eV
orbital gap (spin up / spin down): 7.7 / 6.8 eV
multiplicity: 3